Formula: C33H92N4O11
Source: the OMol25 dataset
Level of theory: ωB97M-V/def2-TZVPD

Calculated values
Gap between HOMO and LUMO (eV): 9.1
SMILES string: COC[C@H](C)N.COC[C@H](C)N.COC[C@H](C)N.COC[C@H](C)N.CC(C)O.CC(C)O.CC(C)O.CC(C)O.CC(C)O.CO.CO
HOMO level (eV): -8.888

```
! wB97M-V def2-TZVPD RIJCOSX def2/J DEFGRID3
* xyz 0 1
O 1.928 -10.091 -1.717
O -0.239 -7.583 -7.223
O 9.179 -2.080 2.238
O -6.357 8.037 0.424
O 4.675 3.689 -1.419
O 3.302 6.940 6.455
O -1.170 -0.320 0.924
O -7.131 1.900 6.948
O 5.936 -1.715 -4.348
O 0.450 3.426 -9.709
O -6.155 -5.000 0.456
N 3.106 3.660 4.665
N -9.249 -3.854 -1.218
N -6.427 4.239 1.035
N 6.943 -1.192 5.105
C 0.509 2.802 -7.363
C -7.291 9.024 0.817
C -5.909 5.552 0.567
C -8.020 -4.543 -1.112
C 2.649 4.910 5.291
C 3.800 5.809 5.739
C -0.660 -5.215 -7.588
C 8.254 -1.231 2.901
C 6.330 5.335 -1.814
C 2.696 -9.156 -0.990
C 4.367 7.736 6.897
C 7.603 -1.990 4.145
C -7.190 -4.051 -2.320
C 0.030 -6.795 -9.460
C -6.802 6.777 0.864
C 4.859 4.922 -2.021
C -6.574 0.391 8.712
C 2.528 3.718 -8.619
C 5.327 -2.934 -3.860
C -0.651 -1.036 -0.207
C 1.753 -8.106 -0.387
C -5.515 -4.763 1.732
C -7.302 -4.182 0.219
C 3.397 -9.984 0.158
C 0.188 -6.477 -7.997
C 1.769 4.407 6.425
C 1.276 2.912 -8.684
C -6.766 0.532 7.208
C -5.746 5.457 -0.976
C 3.849 5.858 -1.391
C -8.006 -0.208 6.720
C 9.787 -1.431 1.139
C 6.678 -3.153 3.796
H 7.158 -3.884 3.146
H -6.874 10.001 0.575
H -6.663 5.424 -1.565
H 1.254 -6.321 -7.829
H -4.527 -5.220 1.797
H 3.906 8.516 7.503
H -1.278 -1.848 -0.576
H -1.118 -7.783 -7.554
H 7.140 4.644 -2.047
H -7.833 6.471 0.686
H -7.836 -1.283 6.775
H 10.166 -0.443 1.402
H -0.366 -0.346 -1.002
H 1.983 5.467 4.632
H 4.326 -3.131 -4.242
H 1.378 5.280 6.949
H -6.151 -4.344 -2.169
H 9.064 -1.315 0.332
H 6.326 -3.689 4.678
H 2.303 4.656 -8.112
H -8.376 -0.009 5.714
H -9.764 -4.104 -2.051
H 0.853 -8.577 0.007
H 1.199 2.293 -6.690
H -0.281 3.895 -9.299
H 4.921 8.259 6.118
H -5.684 0.872 9.119
H 0.253 3.799 -7.005
H 2.267 3.776 7.160
H 7.756 -0.753 5.514
H -5.140 4.603 -1.276
H 2.867 4.021 -9.610
H 5.847 -2.702 3.254
H 10.647 -1.972 0.744
H 5.599 -0.945 -3.886
H -7.218 -2.961 -2.340
H -8.257 9.041 0.311
H -7.157 -3.107 0.105
H 3.946 6.014 -0.316
H 4.222 -10.607 -0.188
H 6.420 6.240 -2.414
H -7.674 -4.430 -3.219
H -7.991 -4.375 1.041
H 0.303 -1.480 0.074
H 4.385 3.811 -0.513
H 2.813 5.597 -1.607
H 3.371 3.183 -8.182
H 8.480 -2.395 4.650
H 4.344 6.102 4.841
H 6.478 5.640 -0.778
H 5.311 -3.026 -2.774
H -5.248 6.387 -1.250
H -6.279 -0.649 8.850
H 8.848 -0.339 3.103
H -6.058 -5.242 2.546
H -7.349 8.951 1.904
H -4.983 5.573 1.141
H -8.894 -0.030 7.326
H -7.488 0.540 9.287
H 1.789 -9.643 -2.555
H -0.369 2.182 -7.541
H -5.438 -3.709 1.999
H 3.753 3.185 5.279
H 5.963 -3.758 -4.184
H 2.730 -10.648 0.707
H -6.418 2.428 7.316
H 3.769 -9.360 0.972
H -8.192 -5.613 -1.233
H 3.994 6.830 -1.863
H -1.702 -5.388 -7.854
H -1.049 -6.816 -9.612
H 4.421 5.163 6.359
H -1.950 0.161 0.637
H 6.613 -1.867 5.779
H 3.389 -8.722 -1.709
H -9.883 -4.204 -0.514
H 7.466 -1.063 2.167
H 5.016 7.167 7.563
H 0.504 -7.744 -9.711
H 0.861 3.910 6.086
H -0.540 -5.169 -6.505
H 2.330 3.051 4.448
H 2.211 -7.548 0.430
H 1.429 -7.424 -1.174
H 0.549 -6.081 -10.098
H 4.677 4.774 -3.086
H -7.271 4.032 0.520
H -5.877 0.242 6.648
H 1.434 1.879 -8.997
H -6.813 4.478 1.937
H -6.756 6.910 1.945
H -0.299 -4.324 -8.102
*
```